(1)
# C4H8N2O

A 2-piece molecular cluster, C4H8N2O overall (wB97M-V/def2-TZVPD, OMol25).

XYZ file:
```
15
Properties=species:S:1:pos:R:3:nbo_charge:R:1
H 0.992 -2.410 0.884 0.36
N 0.619 -1.459 0.968 -0.64
C -0.545 -1.302 0.486 0.15
C -1.185 0.082 0.413 -0.49
C -0.168 1.267 0.379 -0.21
N 1.099 1.062 -0.304 -0.58
C 2.043 0.315 -0.161 0.90
O 2.981 -0.392 -0.165 -0.53
H -1.137 -2.137 0.084 0.16
H -1.796 0.220 1.325 0.24
H -1.893 0.155 -0.436 0.22
H 0.057 1.582 1.401 0.21
H -0.650 2.118 -0.116 0.21
H -0.495 0.303 -2.566 -0.03
H 0.078 0.597 -2.193 0.02
```

Calculated values
largest force on an atom = 1.0 eV Å⁻¹
SMILES string = [H]/N=C/CCN=C=O.[H][H]
LUMO = 0.96 eV
frontier orbital gap = 10.88 eV
DFT total energy = -341.90808 Ha
relative energy (zero: lowest compared OMol25 entry of this formula, charge and spin) = 2.601 eV


(2)
# C4H8N2O

C4H8N2O as an isolated structure in a non-equilibrium geometry (wB97M-V/def2-TZVPD, OMol25).

XYZ file:
```
15
Properties=species:S:1:pos:R:3:nbo_charge:R:1
C -0.428 -0.095 -1.085 -0.47
C -1.302 -1.016 -0.210 -0.09
C 0.520 0.476 -0.055 0.06
C 0.034 2.397 1.563 -0.13
N 0.107 1.331 0.911 -0.15
N 0.185 -0.060 1.235 0.01
O -1.154 -0.629 1.090 -0.41
H 0.065 -0.586 -1.851 0.22
H -0.938 0.725 -1.575 0.22
H -2.315 -1.098 -0.582 0.20
H -1.009 -1.992 -0.384 0.16
H 2.077 1.969 -1.899 0.00
H 2.635 2.502 -1.977 -0.01
H -0.171 3.322 1.094 0.20
H 0.045 2.338 2.746 0.20
```

Calculated values
largest force on an atom = 4.2 eV Å⁻¹
LUMO = 0.57 eV
frontier orbital gap = 8.51 eV
DFT total energy = -341.68153 Ha
relative energy (zero: lowest compared OMol25 entry of this formula, charge and spin) = 8.765 eV


(3)
# C4H8N2O

A single C4H8N2O molecule in a non-equilibrium geometry (wB97M-V/def2-TZVPD, OMol25).

XYZ file:
```
15
Properties=species:S:1:pos:R:3:nbo_charge:R:1
C 0.548 -1.492 -0.331 -0.29
C -0.685 -1.102 0.041 -0.02
C 1.552 -0.445 0.002 -0.53
C 0.940 0.762 0.507 0.31
N -1.001 0.109 0.512 -0.37
N -1.953 0.798 -0.299 -0.68
O 0.786 1.752 -0.381 -0.67
H 0.759 -2.434 -0.683 0.21
H -1.532 -1.846 -0.212 0.17
H 2.121 -0.911 0.824 0.23
H 2.303 -0.271 -0.780 0.23
H 0.785 1.068 1.585 0.20
H -2.354 0.291 -1.087 0.35
H -2.677 1.156 0.353 0.36
H 0.409 2.564 -0.050 0.50
```

Calculated values
largest force on an atom = 5.6 eV Å⁻¹
LUMO = 0.86 eV
frontier orbital gap = 7.91 eV
DFT total energy = -341.82455 Ha
relative energy (zero: lowest compared OMol25 entry of this formula, charge and spin) = 4.874 eV


(4)
# C4H8N2O

A single C4H8N2O molecule in a non-equilibrium geometry (wB97M-V/def2-TZVPD, OMol25).

XYZ file:
```
15
Properties=species:S:1:pos:R:3:nbo_charge:R:1
C 1.127 -0.183 -1.046 -0.61
C -0.218 0.200 -0.436 0.13
O -1.128 -0.841 -0.762 -0.70
C -0.726 1.465 -1.022 0.25
N -1.196 2.434 -1.445 -0.31
C -0.095 0.349 1.111 -0.23
N -0.065 -0.927 1.799 -0.81
H 0.972 -0.651 -2.020 0.24
H 1.628 -0.903 -0.392 0.21
H 1.769 0.693 -1.161 0.23
H -2.019 -0.569 -0.497 0.48
H -0.935 0.941 1.491 0.20
H 0.817 0.913 1.340 0.21
H 0.830 -1.388 1.670 0.35
H -0.760 -1.533 1.369 0.37
```

Calculated values
largest force on an atom = 1.1 eV Å⁻¹
SMILES string = C[C@](O)(C#N)CN
LUMO = 0.65 eV
frontier orbital gap = 10.59 eV
DFT total energy = -341.94799 Ha
relative energy (zero: lowest compared OMol25 entry of this formula, charge and spin) = 1.514 eV


(5)
# C4H8N2O

C4H8N2O as an isolated structure in a non-equilibrium geometry (wB97M-V/def2-TZVPD, OMol25).

XYZ file:
```
15
Properties=species:S:1:pos:R:3:nbo_charge:R:1
N -0.880 0.669 -0.242 -0.77
C -1.448 -0.087 0.718 0.62
O -2.561 -0.017 1.230 -0.64
C -0.458 -1.164 1.121 -0.32
N 0.828 -0.873 0.530 -0.39
C 1.588 0.386 0.418 -0.28
C 0.771 -0.227 -0.648 0.22
H -1.501 1.457 -0.486 0.41
H -0.179 1.152 -2.271 0.01
H -0.372 -1.253 2.197 0.23
H -0.812 -2.105 0.685 0.23
H 1.178 1.368 0.618 0.22
H 2.642 0.244 0.647 0.22
H 0.242 1.128 -2.879 -0.01
H 0.961 -0.677 -1.635 0.24
```

Calculated values
largest force on an atom = 1.3 eV Å⁻¹
LUMO = 0.66 eV
frontier orbital gap = 9.74 eV
DFT total energy = -341.81333 Ha
relative energy (zero: lowest compared OMol25 entry of this formula, charge and spin) = 5.179 eV


(6)
# C4H8N2O

A 3-piece molecular cluster, C4H8N2O overall (wB97M-V/def2-TZVPD, OMol25).

XYZ file:
```
15
Properties=species:S:1:pos:R:3:nbo_charge:R:1
N 0.242 1.987 -0.734 -0.83
C -0.800 1.621 0.083 0.61
O -1.521 2.431 0.641 -0.60
C -0.963 0.165 0.311 -0.13
N -0.207 -0.725 -0.341 -0.30
C 0.085 -2.125 -0.068 -0.24
C 1.092 -1.059 -0.264 -0.14
H 0.273 2.968 -0.972 0.40
H 0.590 1.342 -1.426 0.39
H 0.422 0.040 1.631 -0.02
H -1.937 -0.162 0.659 0.23
H -0.077 -2.456 0.962 0.19
H -0.237 -2.822 -0.842 0.20
H 1.104 -0.336 1.272 0.00
H 1.934 -0.871 -0.914 0.23
```

Calculated values
largest force on an atom = 0.4 eV Å⁻¹
LUMO = 0.18 eV
frontier orbital gap = 8.59 eV
DFT total energy = -341.80138 Ha
relative energy (zero: lowest compared OMol25 entry of this formula, charge and spin) = 5.504 eV


(7)
# C4H8N2O

A single C4H8N2O molecule in a non-equilibrium geometry (wB97M-V/def2-TZVPD, OMol25).

XYZ file:
```
15
Properties=species:S:1:pos:R:3:nbo_charge:R:1
H -1.709 2.319 2.100 0.37
N -0.941 1.620 2.200 -0.73
C -0.433 1.098 1.147 0.53
O -0.782 1.373 -0.217 -0.53
C 0.042 0.370 -0.841 0.07
C -0.746 -0.807 -1.417 -0.65
C 0.866 0.130 0.413 -0.06
N 1.345 -1.183 0.585 -0.82
H 0.723 0.747 -1.611 0.18
H -1.377 -1.286 -0.658 0.21
H -0.068 -1.562 -1.840 0.22
H -1.403 -0.462 -2.224 0.23
H 1.736 0.803 0.435 0.21
H 2.134 -1.290 1.209 0.38
H 0.615 -1.869 0.717 0.38
```

Calculated values
largest force on an atom = 2.3 eV Å⁻¹
SMILES string = [H]/N=C1\O[C@H](C)[C@@H]1N
LUMO = 0.90 eV
frontier orbital gap = 10.16 eV
DFT total energy = -341.90497 Ha
relative energy (zero: lowest compared OMol25 entry of this formula, charge and spin) = 2.685 eV


(8)
# C4H8N2O

C4H8N2O as an isolated structure in a non-equilibrium geometry (wB97M-V/def2-TZVPD, OMol25).

XYZ file:
```
15
Properties=species:S:1:pos:R:3:nbo_charge:R:1
C -0.271 2.303 0.360 -0.65
C -0.728 0.958 -0.230 0.05
C -1.161 -0.084 1.002 -0.24
C 0.425 -0.867 -0.283 0.66
H -1.246 2.728 0.876 0.24
H 0.644 2.275 1.335 0.24
H 0.369 2.757 -0.708 0.24
H -1.433 0.707 -0.802 0.17
H -0.945 0.410 2.070 0.19
H -2.058 -0.352 0.663 0.18
H 1.100 -2.722 -0.288 0.44
H 1.893 -1.455 -1.988 0.42
N -0.262 -1.295 0.794 -0.57
N 1.507 -1.699 -0.783 -0.89
O 0.420 0.344 -0.790 -0.49
```

Calculated values
largest force on an atom = 10.5 eV Å⁻¹
LUMO = 0.68 eV
frontier orbital gap = 9.40 eV
DFT total energy = -341.75533 Ha
relative energy (zero: lowest compared OMol25 entry of this formula, charge and spin) = 6.757 eV


(9)
# C4H8N2O

A single C4H8N2O molecule in a non-equilibrium geometry (wB97M-V/def2-TZVPD, OMol25).

XYZ file:
```
15
Properties=species:S:1:pos:R:3:nbo_charge:R:1
N 1.117 -2.515 1.562 -0.32
C 0.947 -1.636 0.830 0.28
C 0.729 -0.500 -0.089 -0.16
N 1.352 -0.804 -1.377 -0.81
C -0.780 -0.238 -0.278 -0.41
C -1.275 0.895 0.602 -0.07
O -0.589 2.064 0.185 -0.73
H 1.162 0.387 0.400 0.22
H 1.271 0.024 -1.961 0.36
H 2.346 -0.977 -1.254 0.37
H -1.357 -1.150 -0.095 0.23
H -0.949 0.042 -1.324 0.22
H -1.076 0.673 1.663 0.17
H -2.362 1.007 0.482 0.17
H -0.808 2.786 0.785 0.48
```

Calculated values
largest force on an atom = 1.1 eV Å⁻¹
SMILES string = N#C[C@@H](N)CCO
LUMO = 0.66 eV
frontier orbital gap = 10.75 eV
DFT total energy = -341.94392 Ha
relative energy (zero: lowest compared OMol25 entry of this formula, charge and spin) = 1.625 eV


(10)
# C4H8N2O

C4H8N2O as an isolated structure (wB97M-V/def2-TZVPD, OMol25).

XYZ file:
```
15
Properties=species:S:1:pos:R:3:nbo_charge:R:1
C 0.308 -1.113 1.125 -0.62
C 0.394 -0.111 -0.011 -0.10
C 1.455 -0.191 -1.037 -0.23
N -0.373 -0.533 -1.209 -0.72
C 0.054 1.300 0.461 0.67
O 0.668 1.790 1.392 -0.61
N -0.927 1.943 -0.219 -0.82
H 0.583 -2.115 0.774 0.21
H 1.011 -0.811 1.903 0.25
H -0.692 -1.154 1.570 0.22
H 0.026 -0.097 -2.051 0.43
H 1.831 -1.231 -1.018 0.12
H -0.469 -1.540 -1.298 0.39
H -1.467 1.478 -0.929 0.41
H -1.136 2.898 0.025 0.41
```

Calculated values
largest force on an atom = 0.4 eV Å⁻¹
LUMO = 0.70 eV
frontier orbital gap = 9.37 eV
DFT total energy = -341.85580 Ha
relative energy (zero: lowest compared OMol25 entry of this formula, charge and spin) = 4.023 eV


(11)
# C4H8N2O

A single C4H8N2O molecule in a non-equilibrium geometry (wB97M-V/def2-TZVPD, OMol25).

XYZ file:
```
15
Properties=species:S:1:pos:R:3:nbo_charge:R:1
C -2.507 -1.162 0.327 -0.09
N -1.867 -0.518 -0.534 -0.41
C -0.315 0.288 -0.080 0.18
C -0.345 1.746 -0.226 -0.68
C 0.375 -0.718 0.258 0.02
O 1.899 0.022 0.699 -0.46
N 2.987 -0.250 -0.080 -0.50
H -2.129 -1.422 1.325 0.15
H -3.523 -1.498 0.099 0.18
H -0.998 2.008 -1.058 0.25
H -0.739 2.216 0.675 0.24
H 0.663 2.118 -0.413 0.25
H 0.450 -1.786 0.193 0.23
H 3.124 -1.254 -0.196 0.32
H 2.926 0.211 -0.988 0.32
```

Calculated values
largest force on an atom = 6.3 eV Å⁻¹
SMILES string = C=N/C(C)=C/ON
LUMO = 0.97 eV
frontier orbital gap = 9.22 eV
DFT total energy = -341.74310 Ha
relative energy (zero: lowest compared OMol25 entry of this formula, charge and spin) = 7.090 eV


(12)
# C4H8N2O

A single C4H8N2O molecule in a non-equilibrium geometry (wB97M-V/def2-TZVPD, OMol25).

XYZ file:
```
15
Properties=species:S:1:pos:R:3:nbo_charge:R:1
C -1.706 0.126 0.720 -0.63
C -0.570 0.240 -0.223 0.07
C 0.160 1.357 -0.917 -0.40
C 0.885 0.238 -0.230 0.21
N 1.941 0.167 0.669 -0.81
N 0.149 -0.818 -0.965 -0.15
O 0.181 -2.042 -0.196 -0.63
H -2.655 0.222 0.192 0.22
H -1.641 0.908 1.475 0.23
H -1.673 -0.845 1.212 0.24
H 0.162 1.403 -1.999 0.20
H 0.168 2.314 -0.414 0.22
H 2.832 0.054 0.195 0.37
H 1.812 -0.601 1.320 0.38
H -0.043 -2.724 -0.839 0.48
```

Calculated values
largest force on an atom = 1.6 eV Å⁻¹
SMILES string = C[C@@]12C[C@]1(N)N2O
LUMO = 0.96 eV
frontier orbital gap = 9.10 eV
DFT total energy = -341.82498 Ha
relative energy (zero: lowest compared OMol25 entry of this formula, charge and spin) = 4.862 eV


(13)
# C4H8N2O

A single C4H8N2O molecule in a non-equilibrium geometry (wB97M-V/def2-TZVPD, OMol25).

XYZ file:
```
15
Properties=species:S:1:pos:R:3:nbo_charge:R:1
C 2.220 -0.070 0.066 -0.63
C 0.722 0.100 0.307 0.05
N -0.129 -0.797 -0.584 -0.28
C -1.415 -1.084 -0.055 0.06
O -1.891 0.098 0.575 -0.54
C -1.261 1.204 -0.125 0.06
N -0.061 0.648 -0.713 -0.30
H 2.872 -0.069 0.978 0.21
H 2.459 0.748 -0.476 0.22
H 2.512 -0.995 -0.488 0.24
H 0.223 0.078 1.231 0.20
H -2.118 -1.530 -0.918 0.17
H -1.241 -1.772 0.678 0.18
H -0.885 1.930 0.482 0.19
H -2.006 1.512 -0.957 0.18
```

Calculated values
largest force on an atom = 5.2 eV Å⁻¹
SMILES string = CC1N2COCN12
LUMO = 1.05 eV
frontier orbital gap = 10.26 eV
DFT total energy = -341.84074 Ha
relative energy (zero: lowest compared OMol25 entry of this formula, charge and spin) = 4.433 eV


(14)
# C4H8N2O

A 2-piece molecular cluster, C4H8N2O overall in a non-equilibrium geometry (wB97M-V/def2-TZVPD, OMol25).

XYZ file:
```
15
Properties=species:S:1:pos:R:3:nbo_charge:R:1
N 2.176 0.567 1.754 -0.63
C 1.548 0.639 0.675 0.37
C 1.127 1.111 -0.460 -0.26
N -0.059 1.841 -0.649 -0.81
H 2.027 -0.138 2.451 0.38
H 1.800 1.134 -1.324 0.23
H 0.258 2.598 -1.202 0.36
H -0.425 2.436 0.213 0.37
C -1.787 -1.282 -0.527 -0.72
C -0.552 -1.656 0.268 0.47
O -0.350 -1.448 1.430 -0.54
H -2.661 -1.092 0.107 0.23
H -1.893 -2.183 -1.031 0.22
H -1.467 -0.550 -1.231 0.25
H 0.259 -1.976 -0.473 0.09
```

Calculated values
largest force on an atom = 3.6 eV Å⁻¹
SMILES string = N=C=CN.CC=O
LUMO = 0.82 eV
frontier orbital gap = 8.68 eV
DFT total energy = -341.85506 Ha
relative energy (zero: lowest compared OMol25 entry of this formula, charge and spin) = 4.043 eV


(15)
# C4H8N2O

A 2-piece molecular cluster, C4H8N2O overall in a non-equilibrium geometry (wB97M-V/def2-TZVPD, OMol25).

XYZ file:
```
15
Properties=species:S:1:pos:R:3:nbo_charge:R:1
C -1.118 -1.000 0.561 -0.63
C -0.318 0.251 0.268 -0.12
C -0.606 0.984 -1.002 -0.26
N -0.899 1.578 0.295 -0.58
H -2.149 -0.851 0.229 0.20
H -0.742 -1.903 0.056 0.23
H -1.111 -1.201 1.635 0.21
H 0.638 0.320 0.748 0.23
H 0.145 1.475 -1.625 0.20
H -1.469 0.620 -1.563 0.19
H -1.878 1.521 0.528 0.34
N 2.497 0.266 0.030 -0.79
C 1.987 -0.678 -0.571 0.88
O 1.489 -1.573 -1.130 -0.49
H 3.487 0.129 -0.119 0.40
```

Calculated values
largest force on an atom = 1.2 eV Å⁻¹
SMILES string = C[C@H]1CN1.N=C=O
LUMO = 0.71 eV
frontier orbital gap = 10.10 eV
DFT total energy = -341.90544 Ha
relative energy (zero: lowest compared OMol25 entry of this formula, charge and spin) = 2.672 eV


(16)
# C4H8N2O

A single C4H8N2O molecule in a non-equilibrium geometry (wB97M-V/def2-TZVPD, OMol25).

XYZ file:
```
15
Properties=species:S:1:pos:R:3:nbo_charge:R:1
C 0.411 1.400 -0.526 -0.63
C 0.452 -0.039 0.005 0.16
O 0.226 0.118 1.591 -0.75
C 1.765 -0.651 0.005 0.25
N 2.781 -1.177 0.161 -0.29
C -0.684 -0.911 -0.614 -0.23
N -1.758 -0.612 0.314 -0.86
H 0.601 2.036 0.334 0.25
H -0.565 1.666 -0.955 0.22
H 1.178 1.593 -1.287 0.24
H 0.462 -0.652 2.160 0.50
H -0.423 -1.982 -0.646 0.20
H -0.924 -0.652 -1.671 0.21
H -2.297 0.162 -0.061 0.35
H -1.224 -0.300 1.191 0.40
```

Calculated values
largest force on an atom = 2.5 eV Å⁻¹
SMILES string = C[C@](O)(C#N)CN
LUMO = 0.62 eV
frontier orbital gap = 10.02 eV
DFT total energy = -341.90003 Ha
relative energy (zero: lowest compared OMol25 entry of this formula, charge and spin) = 2.819 eV